1.
This record from the Open Molecules 2025 dataset describes a 2-piece molecular cluster, C2H9BN2 overall. The level of theory is wB97M-V/def2-TZVPD.

Geometry (Å):
H (0.397, 2.559, 2.181)
N (-0.279, 2.092, 1.609)
B (-0.638, 0.987, 1.019)
C (-0.893, -0.340, 0.234)
C (-2.024, -0.505, -0.784)
H (-0.893, -1.027, 1.004)
H (-0.062, -0.678, -0.244)
H (-2.319, -1.512, -0.762)
H (-2.795, 0.296, -0.518)
H (-1.630, -0.280, -1.855)
N (2.593, -0.414, -0.719)
H (2.215, 0.315, -0.091)
H (3.570, -0.247, -0.966)
H (2.760, -1.244, -0.109)

Summary:
SMILES string = [H]/N=B\CC.N
HOMO-LUMO gap = 10.634 eV
Net charge = 0
E_HOMO = -10.039 eV

2.
This record from the Open Molecules 2025 dataset describes C28H31Cl2N9O12Ti as an isolated structure. The level of theory is wB97M-V/def2-TZVPD.

Geometry (Å):
Ti (-0.305, -1.141, -0.052)
O (3.286, 1.480, -0.613)
C (2.339, 0.608, -0.132)
O (1.186, 0.656, -0.502)
C (2.753, -0.567, 0.576)
C (4.058, -0.853, 0.951)
C (4.197, -2.057, 1.651)
C (3.143, -2.822, 1.908)
C (1.910, -2.534, 1.403)
N (1.701, -1.396, 0.677)
C (0.664, -3.218, 1.607)
O (0.558, -4.532, 1.967)
O (-0.436, -2.677, 1.253)
H (2.764, 2.074, -1.167)
H (4.811, -0.080, 0.904)
H (5.143, -2.372, 2.063)
H (3.192, -3.729, 2.533)
H (1.161, -5.125, 1.575)
N (-2.634, -1.209, 0.321)
N (-3.447, -2.063, -0.356)
C (-2.881, -3.047, -1.207)
N (-3.757, -3.841, -1.875)
N (-1.584, -3.071, -1.267)
N (-1.022, -4.146, -1.835)
O (-1.422, -4.570, -2.885)
O (-0.055, -4.636, -1.251)
H (-2.734, -1.205, 1.343)
H (-2.810, -0.235, 0.060)
H (-4.460, -1.904, -0.407)
H (-4.705, -3.773, -1.577)
H (-3.660, -3.991, -2.859)
O (-0.983, 1.633, -2.959)
N (-1.494, 0.950, -2.099)
O (-2.546, 1.220, -1.523)
O (-0.918, -0.209, -1.903)
Cl (-0.852, 5.002, 5.217)
C (-2.223, 5.130, 4.137)
C (-2.942, 6.318, 4.150)
C (-3.944, 6.428, 3.237)
C (-4.282, 5.393, 2.360)
C (-3.570, 4.192, 2.361)
Cl (-4.003, 2.953, 1.242)
C (-2.436, 4.102, 3.179)
N (-1.587, 3.044, 2.982)
C (-0.149, 3.020, 2.885)
C (0.510, 4.157, 2.449)
C (1.846, 4.224, 2.491)
C (2.624, 3.126, 2.784)
C (2.018, 1.964, 3.171)
C (0.613, 1.904, 3.284)
C (-0.129, 0.684, 3.798)
C (-0.935, 0.001, 2.717)
O (-1.991, -0.566, 2.955)
O (-0.388, 0.029, 1.540)
H (-2.651, 7.049, 4.921)
H (-4.538, 7.350, 3.284)
H (-5.222, 5.546, 1.824)
H (-1.989, 2.249, 2.513)
H (-0.078, 5.007, 2.144)
H (2.272, 5.144, 2.119)
H (3.702, 3.097, 2.767)
H (2.515, 0.998, 3.351)
H (-0.809, 0.978, 4.579)
H (0.533, -0.051, 4.265)
O (0.992, -2.037, -1.558)
C (1.528, -1.793, -2.670)
C (2.334, -2.865, -3.289)
C (1.933, -3.166, -4.744)
C (0.587, -2.651, -5.215)
C (0.722, -1.152, -5.693)
C (1.655, -0.413, -4.694)
N (1.358, -0.630, -3.300)
H (2.282, -3.719, -2.570)
H (3.413, -2.555, -3.217)
H (1.853, -4.285, -4.900)
H (2.722, -2.864, -5.417)
H (-0.104, -2.725, -4.415)
H (0.221, -3.266, -6.025)
H (-0.278, -0.704, -5.751)
H (1.161, -0.959, -6.698)
H (1.623, 0.629, -4.946)
H (2.642, -0.749, -4.975)
H (0.432, -0.180, -2.950)

Summary:
HOMO-LUMO gap (alpha / beta) = 5.742 / 7.621 eV
2S+1 = 3
Net charge = 0
E_HOMO (alpha / beta) = -5.995 / -7.718 eV
Expectation value of S² = 2.02

Relative energy (zero: lowest compared OMol25 entry of this formula, charge and spin) in kJ/mol, matching the order above: 235.36 12.49